# H22NeO11Xe

H22NeO11Xe as an isolated structure (wB97M-V/def2-TZVPD, the OMol25 dataset).

```
35
Properties=species:S:1:pos:R:3:forces:R:3
Ne 14.20274 -0.03632 21.12839 0.0 0.1 0.0
Xe 14.90587 -3.28040 21.76993 0.1 0.0 0.1
O 14.60004 -1.63910 18.76269 0.0 0.6 0.1
H 13.67736 -1.71513 19.00579 -0.2 0.0 0.0
H 14.84283 -2.51584 18.46502 0.3 -0.8 -0.3
O 18.59387 -4.52880 22.12581 0.0 -0.2 -0.2
H 19.51934 -4.75099 22.02394 0.3 -0.1 0.0
H 18.59806 -3.68287 22.57373 -0.2 0.5 0.2
O 16.61701 -6.11392 23.36331 -0.5 -0.3 0.2
H 17.30665 -5.76838 22.79655 0.5 0.6 -0.3
H 16.75192 -7.06152 23.35505 0.0 -0.3 0.1
O 13.83854 -5.87702 23.88947 -0.7 -0.2 0.0
H 14.58673 -5.94017 23.29577 0.6 0.1 -0.1
H 14.22112 -5.63450 24.73271 0.1 0.0 0.1
O 15.66757 -0.00066 24.20491 0.5 0.4 -0.4
H 14.83748 0.46907 24.12410 -0.2 0.1 -0.1
H 15.46244 -0.75782 24.75343 -0.4 -0.4 0.3
O 15.29533 -4.45792 18.03094 0.0 0.6 -0.5
H 16.18755 -4.69289 18.28580 0.5 -0.1 0.2
H 14.73816 -4.90468 18.66829 -0.4 -0.3 0.2
O 17.88511 -0.42640 22.39048 0.5 -0.3 -0.2
H 17.04522 -0.26977 22.82208 -0.6 0.1 0.5
H 17.78293 -0.04195 21.51985 0.0 0.0 -0.2
O 14.38361 -1.98628 25.82620 0.0 0.2 -0.1
H 14.65390 -2.82860 25.46057 -0.1 -0.3 -0.2
H 14.88156 -1.90696 26.63983 0.1 0.0 0.4
O 13.34838 -5.88537 19.42026 0.0 -0.1 0.0
H 12.44303 -5.59090 19.51952 -0.3 0.2 0.0
H 13.50644 -6.43760 20.18596 0.1 -0.2 0.2
O 11.30992 -4.38736 23.49657 -0.4 0.4 -0.2
H 12.01664 -4.97270 23.22426 0.5 -0.2 0.1
H 10.91976 -4.81943 24.25638 -0.1 -0.1 0.2
O 17.75338 -5.28511 19.40443 0.0 -0.1 -0.5
H 17.84778 -6.11945 19.86398 0.0 -0.2 0.0
H 18.03863 -4.62788 20.03919 0.0 0.3 0.4
```
Forces are in eV/Å.

Its HOMO energy is -0.3792 Ha. Its energy relative to the best compared isomer or geometry (same formula, charge and spin) is 0.077 eV.

***

# H22O11

A 11-piece molecular cluster, H22O11 overall at a distorted geometry (wB97M-V/def2-TZVPD, the OMol25 dataset).

```
33
Properties=species:S:1:pos:R:3:forces:R:3
O 17.65800 17.38000 -2.56900 -0.3 0.8 -0.1
H 16.91100 17.72400 -2.06600 -0.2 -0.5 0.7
H 17.55500 17.98000 -3.31600 0.6 -0.2 -0.5
O 16.88500 17.80100 0.96800 1.6 -0.6 -0.1
H 17.02900 18.27100 1.79100 -0.4 0.2 0.1
H 15.99100 17.84300 0.67600 -1.2 0.3 0.0
O 18.29200 15.59100 3.74600 -0.3 1.5 1.5
H 18.54800 15.13500 4.55500 0.0 -0.1 -0.3
H 18.29100 14.97500 3.04200 0.4 -1.5 -1.1
O 15.06800 15.66600 -2.02700 0.2 0.7 -0.1
H 15.80100 15.65000 -2.65700 -0.2 -0.2 -0.2
H 15.36900 15.07400 -1.31800 -0.4 0.0 0.0
O 15.59100 13.99700 -0.09000 0.4 0.0 -2.5
H 15.26900 13.89700 0.75800 -1.3 0.1 3.0
H 16.45100 13.61600 -0.04900 1.1 -0.4 -0.1
O 17.21000 14.75700 -3.57900 -0.3 -0.1 0.5
H 17.12600 14.14200 -4.30900 0.3 0.2 -0.2
H 17.91600 15.39400 -3.71500 0.3 -0.1 -0.4
O 18.51100 15.57700 -0.19000 0.9 -1.2 -0.2
H 18.31800 16.31600 0.36200 -0.4 1.0 0.8
H 18.06000 15.75900 -0.99800 -0.6 0.2 -1.2
O 15.62800 15.46300 2.49500 -0.7 -0.6 0.1
H 16.08700 16.11800 1.98000 0.4 0.4 -0.4
H 16.17800 15.35100 3.27100 0.3 0.1 0.3
O 18.85300 13.74500 1.66600 0.1 -0.3 -0.1
H 19.11700 12.94700 1.24100 0.5 -2.1 0.8
H 18.82800 14.17200 0.81300 -0.6 2.2 -0.4
O 20.68100 13.66800 -1.53500 1.0 -0.6 0.0
H 19.85800 13.95100 -1.16300 -0.8 0.4 0.4
H 21.23000 13.38400 -0.78400 -0.3 0.3 -0.4
O 20.43000 16.00400 -3.23400 0.2 -1.0 -1.0
H 20.14200 16.74800 -2.73900 -0.4 0.8 0.9
H 20.64400 15.28200 -2.62400 0.0 0.2 0.1
```
Forces are in eV/Å.

Its HOMO energy is -0.3694 Ha. Its energy relative to the best compared isomer or geometry (same formula, charge and spin) is 1.361 eV.

***

# H22O11

A 11-piece molecular cluster, H22O11 overall at a distorted geometry (wB97M-V/def2-TZVPD, the OMol25 dataset).

```
33
Properties=species:S:1:pos:R:3:forces:R:3
O 2.19365 0.36027 -1.41024 0.5 0.7 0.4
H 2.09738 0.10611 -2.32434 -0.2 -0.5 -0.2
H 1.66440 -0.19511 -0.82075 0.1 -0.1 -0.4
O -2.31111 -0.52264 -2.48616 0.1 -0.9 -0.1
H -1.50013 0.00624 -2.64315 -0.3 -0.2 0.0
H -2.11612 -1.45257 -2.73010 -0.1 1.2 0.0
O -1.59081 4.14237 -1.40789 -0.5 0.7 -0.9
H -1.89758 4.66715 -0.66653 0.1 -0.1 0.1
H -1.18424 3.35180 -1.06451 0.3 -0.3 0.3
O -0.48693 2.49661 0.42853 -0.3 -0.7 -0.5
H 0.03143 3.16183 0.87161 0.2 0.3 0.4
H -1.40809 2.56731 0.69883 0.1 0.2 0.4
O -1.12167 -1.60274 3.14505 -3.5 -3.3 0.8
H -0.54370 -0.98914 2.83671 3.2 3.2 -1.0
H -1.67628 -1.78759 2.37285 0.0 -0.1 0.5
O 0.55865 0.51507 2.66155 -1.3 0.5 -0.3
H 0.44672 0.51403 1.68989 0.2 -0.2 0.6
H 1.48378 0.49631 2.81660 1.4 -0.1 0.2
O -1.19376 -2.54464 -0.33722 -1.2 -0.3 0.4
H -0.82029 -2.87435 -1.14713 0.3 -0.2 -0.6
H -2.15937 -2.67444 -0.43582 0.7 0.2 0.2
O 1.13196 -2.68086 1.35477 0.8 -0.2 -0.2
H 1.79434 -3.12089 0.79628 -0.4 0.1 0.2
H 0.29814 -2.74517 0.88446 -0.3 -0.2 0.0
O -0.02288 -0.17580 0.18359 1.6 0.7 0.0
H -0.60259 -0.91170 0.11591 -1.2 -1.0 -0.4
H -0.45808 0.66002 0.03347 -0.5 0.4 -0.2
O -0.14862 1.11442 -2.53803 -1.0 0.1 -0.9
H 0.24337 1.89943 -2.90626 0.0 0.5 -0.5
H 0.38284 0.96185 -1.77521 1.0 -0.4 1.1
O 3.10439 -0.60092 1.12406 0.2 1.0 -0.3
H 2.18842 -0.88962 1.09641 -0.1 -0.6 0.4
H 3.62277 -1.25262 1.58277 -0.1 -0.5 0.3
```
Forces are in eV/Å.

Its HOMO energy is -0.3913 Ha. Its energy relative to the best compared isomer or geometry (same formula, charge and spin) is 1.974 eV.

***

# H22O11

A 11-piece molecular cluster, H22O11 overall at a distorted geometry (wB97M-V/def2-TZVPD, the OMol25 dataset).

```
33
Properties=species:S:1:pos:R:3:forces:R:3
O 0.33706 1.80386 2.64336 0.6 -0.1 0.1
H 0.92691 1.11918 2.29021 -0.2 0.0 0.1
H 0.91137 2.55290 2.83898 -0.2 0.0 0.0
O -0.06681 1.54080 -2.67570 0.4 0.0 -0.5
H -0.10901 2.43711 -3.03587 -0.1 0.0 0.3
H 0.05022 0.96901 -3.44552 0.0 0.1 0.1
O 2.13765 -1.63910 -1.30105 0.2 0.3 -0.1
H 1.71793 -1.59864 -2.16903 -0.1 0.0 0.1
H 3.08466 -1.58360 -1.48213 -0.1 -0.2 0.0
O -3.07793 -1.32893 0.26609 0.3 -0.1 0.1
H -2.95913 -2.27160 0.11167 0.0 0.1 0.0
H -2.20615 -0.93537 0.08473 -0.5 -0.2 -0.1
O 1.34357 -3.92363 0.35244 -0.2 0.3 -0.1
H 1.79437 -3.65734 1.15795 0.0 -0.1 0.0
H 1.26532 -3.11353 -0.18287 0.2 -0.4 0.2
O -0.61225 -0.23280 -0.71480 1.0 0.0 -0.2
H 0.10620 -0.53680 -0.13191 -0.4 0.1 -0.1
H -0.20853 0.47307 -1.27147 -0.6 -0.3 0.5
O -2.99752 1.58945 -3.02722 0.1 -0.1 -0.2
H -3.06460 1.31870 -3.94920 -0.1 0.0 0.1
H -2.17993 1.18486 -2.70805 -0.2 0.1 0.1
O 2.04672 3.07231 -0.11926 0.1 -0.1 0.0
H 2.47479 2.77075 0.68841 0.0 0.1 -0.1
H 2.07925 2.31339 -0.71261 -0.1 0.1 0.0
O -1.09509 -1.26532 3.41373 0.4 -0.3 0.1
H -0.63267 -0.78995 2.71612 -0.3 0.2 0.0
H -1.20566 -2.16044 3.07324 -0.2 0.1 0.0
O 1.27414 -0.76533 1.55096 0.4 -0.1 -0.2
H 1.97010 -0.86636 0.88377 -0.2 0.0 0.0
H 1.34986 -1.55197 2.10743 -0.1 0.2 0.1
O -1.78088 1.93819 0.80914 0.3 0.0 0.2
H -1.56041 1.07620 0.42682 -0.1 0.3 0.1
H -1.11353 2.06091 1.51163 -0.4 -0.1 -0.4
```
Forces are in eV/Å.

Its HOMO energy is -0.3569 Ha. Its energy relative to the best compared isomer or geometry (same formula, charge and spin) is 1.953 eV.

***

# H22O11

A 11-piece molecular cluster, H22O11 overall at a distorted geometry (wB97M-V/def2-TZVPD, the OMol25 dataset).

```
33
Properties=species:S:1:pos:R:3:forces:R:3
O 0.23940 0.73134 -0.20678 0.1 -0.2 -0.6
H 0.98294 0.81308 -0.81461 0.5 0.0 0.2
H 0.12969 -0.21993 -0.09706 0.0 0.1 0.1
O -2.66680 -1.22778 0.56867 -0.2 -2.7 -0.7
H -3.12187 -1.26782 -0.28004 -0.1 -0.2 0.1
H -1.90515 -0.66174 0.39989 -0.6 0.0 0.4
O 1.59674 -0.54410 -3.06022 -1.2 -1.1 -0.4
H 0.91202 0.09804 -2.84158 0.1 -0.1 -0.2
H 1.69128 -1.06871 -2.25720 0.2 0.1 -0.1
O -0.82120 -4.90724 -1.87537 0.2 0.2 0.0
H 0.09433 -4.94173 -2.17473 -0.1 -0.1 0.0
H -1.11767 -4.02578 -2.12857 -0.1 -0.1 0.0
O 2.97177 1.13700 -2.16138 0.5 0.8 0.8
H 2.42285 1.92786 -2.11433 0.2 0.2 -0.2
H 3.64984 1.28200 -1.49191 0.1 0.1 0.1
O 2.17749 -0.40273 1.55567 0.3 0.0 -0.2
H 2.79804 -0.86693 2.12875 -0.2 -0.1 0.0
H 1.78199 -1.10199 1.02312 0.1 -0.1 0.4
O -1.94119 3.52248 -0.08134 0.1 0.7 0.6
H -1.94155 4.17025 -0.79504 -0.1 -0.1 -0.1
H -1.47692 3.96589 0.63757 -0.2 0.0 0.1
O 0.87054 -3.15935 2.59021 -0.1 -0.1 -0.2
H 0.64983 -4.02721 2.23369 0.0 0.0 0.0
H 0.01429 -2.74525 2.74626 0.0 0.1 0.1
O -2.22380 0.94405 0.80519 0.6 1.7 0.5
H -2.27714 1.13809 -0.13741 0.0 0.6 0.2
H -1.32298 1.18946 1.04453 -0.1 0.5 -0.1
O 0.18093 0.78869 4.16957 -0.1 0.2 0.0
H 0.69219 1.60489 4.20702 0.0 -0.1 0.0
H -0.73149 1.07812 4.28236 0.0 -0.1 0.0
O -0.94684 2.57765 -2.11070 0.5 -0.4 -0.9
H -0.51256 2.49357 -1.25436 -0.4 0.0 0.1
H -0.84899 1.70583 -2.50988 -0.1 0.2 -0.1
```
Forces are in eV/Å.

Its HOMO energy is -0.3621 Ha. Its energy relative to the best compared isomer or geometry (same formula, charge and spin) is 4.075 eV.

***

# H22O11

A 11-piece molecular cluster, H22O11 overall at a distorted geometry (wB97M-V/def2-TZVPD, the OMol25 dataset).

```
33
Properties=species:S:1:pos:R:3:forces:R:3
O -0.41470 -0.88352 -0.58429 2.4 1.3 1.4
H 0.35305 -0.58036 -0.08666 0.3 0.0 0.0
H -1.13331 -0.32239 -0.27168 0.2 0.1 -0.3
O -1.37385 -3.10396 3.18332 0.2 0.0 0.0
H -1.03071 -3.65183 3.89822 -0.1 0.0 0.0
H -0.59854 -2.90773 2.64539 -0.1 0.0 0.0
O -2.15866 -1.78094 -1.28993 -2.7 -0.8 -0.5
H -1.93995 -2.02037 -0.38228 0.0 -0.3 -0.3
H -3.08449 -1.51654 -1.24612 -0.2 -0.4 -0.3
O 4.18217 0.46787 -0.37875 -0.1 -0.5 -0.3
H 3.92871 -0.25179 -0.96767 0.2 -0.1 -0.1
H 5.03598 0.19272 -0.02618 -0.1 0.1 0.1
O -6.03662 -0.63199 -1.22599 0.3 -0.1 0.0
H -5.96137 -1.58862 -1.31638 -0.1 0.0 0.0
H -5.14066 -0.34503 -1.01644 -0.2 0.1 0.0
O -1.53852 4.35872 -2.34233 0.0 -0.1 -0.3
H -0.62490 4.45834 -2.63279 -0.1 0.0 0.1
H -1.62876 3.41438 -2.17187 0.0 0.2 0.2
O -1.28676 2.93637 3.31639 -0.3 -0.1 -0.2
H -1.77984 3.76393 3.28479 0.1 0.0 0.0
H -1.96216 2.25681 3.21137 0.0 0.0 0.2
O -0.75131 2.94224 0.18906 -0.1 -0.4 -0.2
H -1.36269 2.61904 0.86043 0.2 0.2 0.2
H -0.21081 2.17358 -0.02545 0.1 0.1 0.0
O 1.87859 -3.84794 -1.65368 -0.4 -0.5 -0.4
H 1.05720 -3.75265 -2.14888 0.0 0.0 0.0
H 1.64243 -4.42139 -0.91586 0.0 0.1 -0.1
O 3.11108 -2.19961 -0.15394 0.1 0.3 0.5
H 2.82640 -1.33816 0.17141 0.1 0.0 0.2
H 3.42877 -2.65463 0.63411 0.1 0.0 -0.1
O 4.14686 3.01207 0.09597 0.0 0.6 0.0
H 4.94035 2.80729 -0.41141 -0.2 0.0 0.1
H 3.48701 2.39608 -0.24187 0.3 0.0 0.1
```
Forces are in eV/Å.

Its HOMO energy is -0.3982 Ha. Its energy relative to the best compared isomer or geometry (same formula, charge and spin) is 4.056 eV.

***

# H22O11

A 11-piece molecular cluster, H22O11 overall at a distorted geometry (wB97M-V/def2-TZVPD, the OMol25 dataset).

```
33
Properties=species:S:1:pos:R:3:forces:R:3
O -0.07976 -3.54085 2.57790 0.1 0.0 0.4
H -0.36987 -4.39399 2.25509 0.1 -0.4 0.2
H 0.18695 -3.06472 1.79150 0.1 0.3 -0.2
O -0.05677 -0.18554 -0.55894 0.0 0.1 0.6
H -0.08592 -0.83596 0.14273 -0.1 -0.4 0.3
H 0.71404 0.34642 -0.36121 0.6 0.4 0.4
O -3.02579 0.31826 -0.48430 -0.1 -0.1 0.2
H -2.23598 0.02459 -0.93838 0.4 0.2 -0.2
H -3.74381 -0.11025 -0.95019 -0.3 0.0 -0.1
O 2.47598 1.27809 -0.22155 -0.3 -0.7 -0.3
H 3.10964 1.57742 0.43044 0.1 0.3 0.4
H 3.00904 1.02065 -0.97375 0.3 -0.1 -0.3
O 0.34676 2.73439 -2.32733 0.0 0.0 0.0
H 0.20316 2.95559 -3.24748 -0.2 0.0 -0.3
H 1.16261 2.23378 -2.32535 0.2 -0.2 -0.1
O -0.44045 -0.65924 -2.99668 -0.1 -0.1 -1.5
H -1.01124 -1.33887 -2.63816 0.0 -0.1 0.1
H 0.07299 -0.35720 -2.24742 -0.2 -0.1 0.3
O -0.88499 2.57786 0.36865 0.1 0.2 0.5
H -0.56679 3.03459 -0.41005 0.0 0.2 -0.3
H -0.73506 1.65121 0.18140 -0.3 -0.2 -0.1
O 1.96559 3.96697 -0.29421 0.4 0.5 0.3
H 1.70977 3.05348 -0.42200 -0.2 -0.1 0.2
H 2.14410 4.29189 -1.17670 -0.1 0.2 -0.2
O 2.04800 -0.99404 2.29803 -0.3 0.2 -0.2
H 2.04937 -1.89528 2.62051 0.0 -0.3 0.3
H 2.56846 -1.02559 1.49531 0.2 0.1 -0.2
O -2.12937 -0.98567 2.78082 -0.2 0.2 0.4
H -1.86408 -1.90315 2.84477 0.2 -0.3 0.0
H -1.58096 -0.62528 2.08398 -0.1 0.2 -0.2
O -1.49850 -2.73363 0.40462 0.3 0.1 -0.2
H -1.45642 -3.64079 0.70717 -0.2 -0.1 0.1
H -2.00068 -2.77513 -0.40922 -0.2 0.1 -0.2
```
Forces are in eV/Å.

Its HOMO energy is -0.3733 Ha. Its energy relative to the best compared isomer or geometry (same formula, charge and spin) is 2.432 eV.

***

# H22O11

A 11-piece molecular cluster, H22O11 overall (wB97M-V/def2-TZVPD, the OMol25 dataset).

```
33
Properties=species:S:1:pos:R:3:forces:R:3
O -0.76422 0.07418 -0.29962 -0.6 0.3 -0.5
H -1.34137 0.76309 0.04866 0.2 -0.1 0.1
H 0.12474 0.39601 -0.11208 0.3 -0.2 0.1
O 1.66526 0.17328 -1.57734 0.3 0.5 -0.3
H 0.95080 0.23636 -2.22120 0.0 -0.1 0.2
H 2.08897 -0.66864 -1.77893 -0.3 0.1 0.3
O -4.52352 -2.31841 -1.92879 0.1 0.1 -0.2
H -4.14199 -1.43472 -1.97889 0.0 -0.1 0.1
H -4.78187 -2.51412 -2.83650 0.0 0.0 0.1
O 3.90332 1.94726 -0.42130 0.2 0.2 0.0
H 4.79693 2.29272 -0.52678 0.0 -0.1 0.1
H 3.35963 2.53577 -0.95706 -0.2 -0.2 0.0
O 3.99766 -1.91138 0.45280 -0.1 -0.2 -0.2
H 3.81636 -1.49814 -0.39887 0.1 0.1 0.2
H 3.22105 -2.45768 0.61845 0.0 0.1 0.0
O 0.54620 3.96132 -0.91114 -0.1 0.1 -0.1
H -0.13186 3.45177 -1.36896 0.1 0.0 0.1
H 0.33148 4.87760 -1.11924 0.1 0.0 0.1
O 1.55508 1.49493 2.43573 0.1 0.2 0.1
H 1.66380 1.61028 3.38645 -0.1 -0.1 -0.1
H 2.08159 2.20502 2.05162 0.1 -0.1 -0.1
O 1.39891 -2.39534 -2.42212 0.0 -0.3 -0.4
H 1.61059 -1.95150 -3.25108 0.0 -0.2 -0.1
H 0.56092 -2.83709 -2.59995 0.0 0.0 0.2
O -1.48673 -0.03004 2.43686 -0.4 0.1 0.3
H -1.18987 -0.94186 2.53403 0.1 0.0 -0.1
H -2.21217 -0.08570 1.80470 0.1 -0.2 0.2
O -0.60255 -3.70096 2.47079 0.0 -0.1 -0.2
H 0.11567 -4.34067 2.40816 0.0 0.1 0.1
H -1.07271 -3.79362 1.63451 0.0 0.0 0.1
O -5.64835 2.60966 0.30345 0.2 -0.1 -0.1
H -5.01499 2.14474 0.86174 -0.1 0.1 0.0
H -5.16415 2.77446 -0.51348 -0.1 0.0 0.1
```
Forces are in eV/Å.

Its HOMO energy is -0.3822 Ha. Its energy relative to the best compared isomer or geometry (same formula, charge and spin) is 2.802 eV.

***

| no. | DFT total energy (Ha) |
| --- | --- |
| 1 | -1299.14153 |
| 2 | -840.83011 |
| 3 | -840.80758 |
| 4 | -840.80836 |
| 5 | -840.73039 |
| 6 | -840.73107 |
| 7 | -840.79076 |
| 8 | -840.77717 |